Entry 1:
{"formula": "C4F12KO12S4", "method": "the ωB97M-V functional and the def2-TZVPD basis", "elements": ["K", "C", "F", "F", "F", "S", "O", "O", "O", "C", "F", "F", "F", "S", "O", "O", "O", "C", "F", "F", "F", "S", "O", "O", "O", "C", "F", "F", "F", "S", "O", "O", "O"], "positions_angstrom": [[1.00353, -0.06934, -0.63647], [1.01195, -4.38522, 1.24584], [0.82797, -5.71775, 1.09087], [-0.16208, -3.77902, 1.08354], [1.40633, -4.17567, 2.52353], [2.26843, -3.75034, 0.06110], [1.63773, -3.96426, -1.22399], [2.40196, -2.36319, 0.45320], [3.40753, -4.59416, 0.30600], [-1.45720, 4.30333, -2.51911], [-2.70050, 3.82519, -2.46658], [-1.46784, 5.22181, -3.51395], [-1.20174, 4.96698, -1.39684], [-0.27516, 2.92712, -2.79150], [-0.32359, 2.25498, -1.51492], [-0.82188, 2.21904, -3.92798], [0.96534, 3.62025, -3.08006], [-2.55086, -1.68229, -1.91245], [-3.62226, -1.73823, -2.72427], [-2.07267, -2.92626, -1.78130], [-1.60956, -0.96982, -2.55120], [-2.90270, -0.88801, -0.27867], [-3.82089, -1.80571, 0.37516], [-1.57182, -0.83016, 0.27528], [-3.50325, 0.37021, -0.63940], [1.49440, 1.32782, 3.83832], [2.17607, 0.26664, 4.28057], [0.28105, 0.92915, 3.45817], [1.29447, 2.16238, 4.88939], [2.35912, 2.20360, 2.45296], [3.73743, 2.28862, 2.87748], [2.12040, 1.29268, 1.35058], [1.67024, 3.45963, 2.39671]], "homo_energy_ev": -2.0, "charge": -3, "homo_lumo_gap_ev": 8.2782, "lumo_ev": 6.324, "relative_energy_kj_mol": 2.1, "energy_ha": -4446.634606}

Entry 2:
{"formula": "C4F14InN3O12S6", "method": "the ωB97M-V functional and the def2-TZVPD basis", "elements": ["In", "C", "F", "F", "F", "S", "O", "O", "N", "S", "O", "O", "C", "F", "F", "F", "C", "F", "F", "F", "S", "O", "O", "N", "S", "O", "O", "C", "F", "F", "F", "N", "S", "O", "O", "F", "S", "O", "O", "F"], "positions_angstrom": [[0.11335, 1.28365, 0.57993], [3.71519, 0.79818, 3.65463], [3.65974, 0.50931, 4.96712], [3.16615, 1.96786, 3.52626], [5.02847, 0.94742, 3.24798], [2.71774, -0.48393, 2.72956], [3.22916, -1.85013, 2.98176], [1.37676, -0.33258, 3.32213], [2.76736, 0.29294, 1.20606], [3.89026, -0.59014, 0.49976], [5.15677, -0.64143, 1.20004], [3.34512, -1.94709, 0.20341], [4.32174, 0.29850, -1.10961], [5.59942, -0.10081, -1.32529], [3.49460, -0.12371, -2.07940], [4.21379, 1.58452, -0.86988], [0.13033, -0.88775, -3.97406], [-0.94447, -0.14687, -4.34231], [0.17742, -2.10708, -4.64087], [1.20113, -0.12958, -4.14020], [-0.07090, -1.33441, -2.11253], [-0.39042, -2.72064, -1.93960], [1.16904, -0.79066, -1.54239], [-1.30481, -0.22753, -1.57219], [-2.64884, -0.93820, -2.01346], [-2.65799, -1.83608, -3.20925], [-3.36077, -1.47169, -0.87515], [-3.59282, 0.61523, -2.75632], [-4.91237, 0.31846, -2.74063], [-3.38575, 1.69255, -2.07378], [-3.16580, 0.88801, -4.00905], [-2.60406, 1.10009, 1.60608], [-3.94151, 1.83654, 1.75654], [-4.54698, 2.02429, 3.03665], [-4.88323, 1.77564, 0.62571], [-3.46797, 3.38787, 1.42890], [-3.19692, -0.24165, 2.56745], [-4.39617, -0.95415, 2.15706], [-2.91071, -0.19589, 3.98685], [-2.09103, -1.26910, 2.04213]], "s2": 0.76, "homo_energy_ev": [-7.6, -7.5], "charge": -1, "homo_lumo_gap_ev": [8.6868, 3.4095], "spin_multiplicity": 2, "lumo_ev": [1.131, -4.134], "energy_ha": -5196.765429}

Entry 3:
{"formula": "C4H10", "method": "the ωB97M-V functional and the def2-TZVPD basis", "elements": ["C", "C", "H", "H", "H", "H", "H", "H", "C", "C", "H", "H", "H", "H"], "positions_angstrom": [[-4.63183, -0.61548, 0.56233], [-4.33936, 0.38196, -0.57365], [-5.64551, -0.41192, 0.91065], [-3.84896, -0.56060, 1.30471], [-4.70490, -1.60335, 0.12931], [-4.11418, 1.41720, -0.31274], [-3.41314, 0.03581, -1.05327], [-5.06612, 0.35010, -1.38938], [5.86428, 0.74049, 0.41328], [6.03912, -0.36398, -0.28237], [6.68795, 1.23807, 0.90171], [4.87977, 1.17816, 0.49555], [7.02125, -0.82120, -0.35262], [5.27163, -0.96526, -0.75349]], "homo_energy_ev": -10.3, "charge": 0, "smiles": "C=C.CC", "homo_lumo_gap_ev": 11.5738, "lumo_ev": 1.314, "relative_energy_kj_mol": 135.0, "energy_ha": -158.351444}

Entry 4:
{"formula": "C4H10", "method": "the ωB97M-V functional and the def2-TZVPD basis", "elements": ["C", "C", "C", "C", "H", "H", "H", "H", "H", "H", "H", "H", "H", "H"], "positions_angstrom": [[-0.89292, -1.20868, 0.36628], [0.03295, -0.25618, 0.43926], [-0.33040, 1.17691, 0.72163], [1.47302, -0.51913, 0.08631], [-1.01128, 0.28892, -2.02183], [-0.64078, -2.23296, 0.10294], [-1.93791, -0.99586, 0.57529], [0.00396, 1.50642, 1.70622], [0.13869, 1.84257, -0.01455], [-1.41294, 1.33123, 0.65975], [-0.97298, 0.80143, -2.55999], [1.70521, -1.58696, 0.10626], [2.17115, -0.00891, 0.75815], [1.67423, -0.13879, -0.92573]], "homo_energy_ev": -9.3, "charge": 0, "smiles": "C=C(C)C.[H][H]", "homo_lumo_gap_ev": 10.5457, "lumo_ev": 1.217, "relative_energy_kj_mol": 149.8, "energy_ha": -158.345834}

Entry 5:
{"formula": "C4H10", "method": "the ωB97M-V functional and the def2-TZVPD basis", "elements": ["C", "H", "H", "H", "H", "C", "C", "C", "H", "H", "H", "H", "H", "H"], "positions_angstrom": [[-1.79660, 2.74980, 2.65950], [-2.42969, 2.31066, 3.43429], [-1.18542, 3.47847, 3.09768], [-2.38692, 3.43365, 1.97229], [-1.00618, 2.09485, 2.07463], [-0.38596, -1.07732, -0.51266], [0.98940, -1.59038, -1.11397], [1.84163, -0.84165, -1.77420], [-0.13467, -0.98795, 0.57287], [-0.68738, -0.18664, -1.00159], [-1.13290, -1.84678, -0.65777], [1.02421, -2.58698, -0.75479], [1.90459, -1.38580, -2.70595], [2.14351, 0.23379, -1.58369]], "s2": 0.76, "homo_energy_ev": [-15.1, -15.1], "charge": 1, "homo_lumo_gap_ev": [8.8901, 6.8480], "spin_multiplicity": 2, "lumo_ev": [-6.242, -8.284], "relative_energy_kj_mol": 129.7, "energy_ha": -157.963028}

Entry 6:
{"formula": "C4H10B3O4", "method": "the ωB97M-V functional and the def2-TZVPD basis", "elements": ["C", "C", "B", "O", "B", "O", "B", "O", "H", "H", "H", "H", "H", "C", "C", "O", "H", "H", "H", "H", "H"], "positions_angstrom": [[0.65022, 0.26165, 2.02629], [-0.02758, 0.79914, 0.90250], [-1.64787, 0.79999, 1.03520], [-2.38230, 1.62211, 1.97882], [-3.33137, 0.73253, 2.57774], [-3.36286, -0.69778, 2.42748], [-2.82682, -1.13750, 1.16681], [-2.47404, -0.09176, 0.22072], [0.04302, -0.16186, 2.90051], [1.77192, 0.16375, 2.09729], [0.53981, 1.16003, -0.03598], [-4.14354, 1.21850, 3.30262], [-2.64844, -2.29042, 0.92709], [2.31483, -0.05207, -3.37700], [2.65030, -0.54687, -1.95258], [2.21189, 0.36828, -1.08231], [2.80524, 0.90115, -3.60118], [2.66280, -0.78390, -4.12298], [1.23608, 0.07196, -3.51961], [3.74063, -0.76612, -1.97522], [2.21810, -1.57082, -1.89621]], "homo_energy_ev": -2.5, "charge": -1, "homo_lumo_gap_ev": 5.1991, "lumo_ev": 2.675, "energy_ha": -534.102984}

Entry 7:
{"formula": "C4H10BN", "method": "the ωB97M-V functional and the def2-TZVPD basis", "elements": ["B", "C", "C", "C", "C", "N", "H", "H", "H", "H", "H", "H", "H", "H", "H", "H"], "positions_angstrom": [[1.29616, -0.63999, -0.44744], [1.30400, 0.65542, 0.48901], [0.24228, 1.62064, -0.02132], [-1.11095, 1.36411, 0.27178], [-0.97600, -1.99252, -0.27400], [0.21279, -1.39785, -0.66400], [2.21309, -1.14894, -0.82576], [0.76855, 0.20401, 1.38362], [2.28798, 1.03836, 0.72877], [0.50277, 2.69460, 0.17400], [0.37887, 1.74389, -1.13898], [-1.24731, 1.06670, 1.23664], [-2.02948, 1.46356, -0.37055], [-0.90209, -3.03765, -0.38026], [-1.17740, -1.95530, 0.76136], [-1.76325, -1.67904, -0.92289]], "homo_energy_ev": [-8.9, -7.8], "charge": 0, "homo_lumo_gap_ev": [9.3970, 7.3786], "lumo_ev": [0.470, -0.437], "relative_energy_kj_mol": 448.3, "energy_ha": -237.859227}

Entry 8:
{"formula": "C4H10Br2O", "method": "the ωB97M-V functional and the def2-TZVPD basis", "elements": ["Br", "Br", "C", "C", "H", "H", "H", "H", "O", "C", "C", "H", "H", "H", "H", "H", "H"], "positions_angstrom": [[-1.59115, 1.08508, 1.53056], [0.74491, 4.80015, 0.17690], [-0.89612, 2.88922, 1.43679], [0.04985, 2.99597, 0.27068], [-1.76103, 3.57363, 1.34221], [-0.40053, 3.10464, 2.40293], [0.91476, 2.31155, 0.36526], [-0.44574, 2.78055, -0.69547], [2.75993, -0.09129, 1.64232], [2.94883, 1.25466, 3.68368], [3.46459, 0.07872, 2.87325], [1.81861, -0.25486, 1.86040], [3.01013, 2.18179, 3.08932], [3.55183, 1.38262, 4.59836], [1.89748, 1.09253, 3.97522], [4.51870, 0.24468, 2.57870], [3.42515, -0.85071, 3.47329]], "homo_energy_ev": -10.4, "charge": 0, "smiles": "BrCCBr.CCO", "homo_lumo_gap_ev": 11.0255, "lumo_ev": 0.595, "relative_energy_kj_mol": 0.0, "energy_ha": -5381.662552}